14 unconnected molecules or ions with the total composition C56H154N14O14. Source: the OMol25 dataset; level of theory: the ωB97M-V functional and the def2-TZVPD basis.

Geometry (Å):
C 19.190 -25.385 8.117
C 18.151 -24.612 8.924
C 18.243 -23.055 8.722
O 19.369 -22.437 9.364
C 19.357 -21.058 9.415
N 16.835 -25.172 8.682
H 18.916 -26.440 8.110
H 20.217 -25.168 8.409
H 19.098 -25.102 7.068
H 18.366 -24.855 9.965
H 17.339 -22.612 9.141
H 18.300 -22.784 7.668
H 20.184 -20.806 10.078
H 18.466 -20.757 9.966
H 19.194 -20.549 8.465
H 16.917 -26.167 8.838
H 16.201 -24.822 9.386
C 15.353 -11.922 5.926
C 15.092 -10.588 6.617
C 16.452 -9.736 6.732
O 17.314 -10.480 7.575
C 17.950 -9.855 8.630
N 14.184 -10.002 5.667
H 14.475 -12.562 6.009
H 16.238 -12.459 6.268
H 15.688 -11.744 4.904
H 14.579 -10.841 7.545
H 16.339 -8.718 7.105
H 16.870 -9.696 5.727
H 18.590 -10.585 9.126
H 17.312 -9.523 9.448
H 18.688 -9.094 8.373
H 13.255 -10.398 5.668
H 14.059 -9.071 6.039
C 11.765 -17.741 9.511
C 11.469 -19.227 9.337
C 11.439 -19.618 7.868
O 11.367 -21.051 7.689
C 11.249 -21.317 6.329
N 12.541 -19.966 10.009
H 11.969 -17.542 10.562
H 10.918 -17.159 9.147
H 12.748 -17.397 9.191
H 10.465 -19.447 9.699
H 12.308 -19.236 7.331
H 10.601 -19.052 7.460
H 10.648 -20.615 5.750
H 10.858 -22.332 6.261
H 12.253 -21.312 5.906
H 13.373 -19.795 9.462
H 12.449 -20.968 10.091
C 19.651 -14.841 14.539
C 18.448 -15.470 13.772
C 18.462 -17.000 13.654
O 19.614 -17.380 12.947
C 19.712 -18.737 12.530
N 17.187 -15.040 14.330
H 20.565 -15.000 13.968
H 19.710 -15.317 15.518
H 19.447 -13.778 14.664
H 18.474 -15.096 12.749
H 17.562 -17.363 13.157
H 18.479 -17.507 14.618
H 18.952 -19.062 11.819
H 19.532 -19.364 13.404
H 20.700 -18.980 12.141
H 17.105 -14.107 13.952
H 16.525 -15.598 13.810
C 11.473 -26.806 8.060
C 12.591 -26.786 9.117
C 12.498 -25.550 9.962
O 13.555 -25.440 10.867
C 13.581 -24.342 11.790
N 12.628 -28.004 9.877
H 11.615 -27.699 7.452
H 11.642 -25.976 7.374
H 10.459 -26.636 8.421
H 13.573 -26.705 8.652
H 11.616 -25.638 10.596
H 12.367 -24.633 9.388
H 13.469 -23.372 11.306
H 14.557 -24.320 12.276
H 12.793 -24.447 12.535
H 13.115 -27.851 10.748
H 13.031 -28.768 9.352
C 20.545 -14.164 9.244
C 20.437 -15.434 10.158
C 20.336 -16.705 9.335
O 19.181 -16.505 8.543
C 19.132 -17.210 7.335
N 21.503 -15.643 11.040
H 20.751 -13.284 9.854
H 19.557 -14.061 8.795
H 21.373 -14.327 8.554
H 19.486 -15.399 10.690
H 20.210 -17.597 9.949
H 21.243 -16.856 8.749
H 20.013 -17.110 6.702
H 18.358 -16.939 6.617
H 19.028 -18.293 7.400
H 21.034 -16.161 11.769
H 21.912 -14.809 11.439
C 13.006 -14.699 12.727
C 14.265 -15.169 12.006
C 15.244 -14.096 11.491
O 16.216 -14.555 10.531
C 16.745 -13.529 9.680
N 14.953 -16.203 12.743
H 12.262 -15.496 12.745
H 12.605 -13.783 12.294
H 13.309 -14.414 13.735
H 13.885 -15.605 11.082
H 15.750 -13.587 12.311
H 14.599 -13.347 11.032
H 17.231 -13.924 8.788
H 17.530 -12.970 10.191
H 16.026 -12.803 9.301
H 15.574 -16.580 12.041
H 14.352 -17.008 12.853
C 12.594 -20.707 13.474
C 13.822 -19.789 13.341
C 14.936 -20.387 12.438
O 15.335 -21.669 12.910
C 16.560 -22.102 12.255
N 13.303 -18.598 12.704
H 12.240 -20.856 12.454
H 11.757 -20.230 13.985
H 12.858 -21.703 13.828
H 14.230 -19.669 14.344
H 15.824 -19.778 12.273
H 14.513 -20.594 11.455
H 16.890 -22.987 12.799
H 17.290 -21.295 12.308
H 16.374 -22.224 11.188
H 13.112 -18.875 11.752
H 12.452 -18.199 13.075
C 14.082 -23.817 5.742
C 15.312 -24.385 4.942
C 16.530 -23.487 4.929
O 16.405 -22.187 4.373
C 17.643 -21.483 4.415
N 15.701 -25.649 5.500
H 14.274 -23.677 6.806
H 13.279 -24.553 5.700
H 13.698 -22.847 5.426
H 15.021 -24.578 3.910
H 17.376 -24.048 4.532
H 16.796 -23.354 5.978
H 17.609 -20.548 3.856
H 18.408 -22.091 3.932
H 17.941 -21.241 5.435
H 14.971 -26.326 5.330
H 15.819 -25.553 6.499
C 11.975 -16.197 5.990
C 12.704 -16.492 4.679
C 13.570 -17.854 4.601
O 14.199 -17.989 3.347
C 15.054 -19.097 3.281
N 11.636 -16.524 3.731
H 11.256 -16.991 6.194
H 11.331 -15.321 6.075
H 12.548 -16.256 6.915
H 13.362 -15.648 4.474
H 12.995 -18.764 4.777
H 14.345 -17.829 5.367
H 15.906 -18.923 3.937
H 15.573 -19.278 2.340
H 14.507 -20.013 3.505
H 11.005 -17.300 3.868
H 11.994 -16.459 2.789
C 20.135 -19.187 3.832
C 21.426 -19.338 3.055
C 21.342 -20.480 1.998
O 21.133 -21.707 2.692
C 21.007 -22.828 1.776
N 21.833 -18.118 2.393
H 19.299 -18.881 3.203
H 20.213 -18.406 4.589
H 19.844 -20.141 4.271
H 22.287 -19.460 3.712
H 22.278 -20.578 1.447
H 20.536 -20.442 1.265
H 21.807 -22.963 1.048
H 20.067 -22.782 1.227
H 20.920 -23.791 2.280
H 21.158 -17.739 1.744
H 22.693 -18.278 1.888
C 6.139 -14.187 9.440
C 6.953 -14.602 8.217
C 8.306 -13.992 8.118
O 9.261 -14.544 9.038
C 10.533 -13.930 9.083
N 7.197 -16.056 8.261
H 6.504 -14.435 10.437
H 5.111 -14.549 9.403
H 5.973 -13.111 9.378
H 6.358 -14.356 7.337
H 8.203 -12.919 8.283
H 8.707 -14.184 7.124
H 11.339 -14.416 9.634
H 10.410 -12.988 9.617
H 10.997 -13.775 8.109
H 8.028 -15.976 8.828
H 7.663 -16.311 7.402
C 15.284 -16.619 8.255
C 15.684 -17.628 9.359
C 16.014 -19.058 8.802
O 14.937 -19.641 8.104
C 15.196 -20.722 7.356
N 16.764 -17.054 10.202
H 14.971 -15.623 8.569
H 14.402 -17.081 7.811
H 16.071 -16.443 7.522
H 14.767 -17.739 9.938
H 16.337 -19.740 9.588
H 16.864 -18.969 8.126
H 14.279 -21.121 6.923
H 15.587 -21.494 8.018
H 15.874 -20.554 6.519
H 16.585 -16.085 10.426
H 17.570 -16.925 9.607
C 16.356 -14.942 4.663
C 17.334 -14.170 3.817
C 18.730 -14.906 3.639
O 19.475 -15.212 4.794
C 19.840 -14.088 5.538
N 16.776 -13.891 2.493
H 16.042 -15.843 4.137
H 15.463 -14.384 4.945
H 16.877 -15.160 5.596
H 17.548 -13.207 4.280
H 19.272 -14.421 2.827
H 18.468 -15.910 3.305
H 20.298 -13.292 4.950
H 20.566 -14.474 6.255
H 18.981 -13.628 6.026
H 16.224 -13.046 2.516
H 17.535 -13.493 1.958

Its net charge is 0. For the gap between HOMO and LUMO, the calculation gives 8.709 eV. The spin multiplicity is 1. Its relative energy (zero: lowest compared OMol25 entry of this formula, charge and spin) is 134.6 kcal per mole.